Formula: C33H52BrN3O2SiZn
Source: the Open Molecules 2025 dataset
Level of theory: ωB97M-V with the def2-TZVPD basis set

Summary:
Calculated total energy   -6246.2445 Ha
Lowest unoccupied orbital energy   0.27 eV
HOMO   -0.25490 Eh
Kohn-Sham gap   0.2647 Ha
M   696.178 g/mol

Last column: Löwdin charge in e.
CARTESIAN COORDINATES (ANGSTROEM)
H 3.124493 -2.132045 -4.843428  0.06
H -1.170127 2.546276 -5.815823  0.07
Br 1.354534 0.587851 -1.861796  0.47
C -2.367234 -4.009138 3.270413  -0.06
C -2.259284 1.555393 -3.409525  -0.10
H 1.309977 -0.405432 -6.773861  0.06
O -1.830742 0.707053 3.904388  -0.09
H 0.359058 2.918549 -6.697708  0.08
C 3.116652 -1.489581 3.603203  -0.03
C 2.242547 2.015739 -5.301753  -0.10
N 0.687232 1.973765 3.312504  -0.04
H -0.967604 -0.189711 6.668664  0.11
N 2.402746 -0.504849 4.537169  -0.21
H -2.806998 -4.510097 4.104690  0.09
C -2.263206 1.375211 2.911514  -0.35
H 1.803000 3.087057 4.740183  0.11
H 0.160105 3.664334 2.391518  0.12
C 1.236422 -1.269262 -4.671147  -0.60
O -0.117068 -1.184170 2.367612  -0.11
H 4.061654 2.345318 3.886807  0.13
H 3.224858 -0.375881 -4.660731  0.06
H 0.607248 -2.348483 -3.004010  0.05
C -1.262924 -2.329879 4.739860  -0.08
H 1.555438 3.266271 -3.056850  0.06
C -0.177215 2.679791 2.638997  -0.09
C 3.142126 1.728383 3.672503  -0.17
N -0.512336 -1.316613 5.032898  -0.07
H 1.156152 -3.402383 -4.353016  0.11
H 1.192521 -0.746697 7.840556  0.12
H -3.534479 -5.244900 1.915408  0.11
C 0.757954 2.082674 -4.762442  -0.64
C -1.454605 -2.686467 0.994989  -0.03
H 0.820880 4.152463 -4.379034  0.08
H 3.035106 -1.427105 -3.223843  0.07
C -2.327431 -0.574285 -4.830785  -0.07
H 3.503333 -2.361501 4.158099  0.09
C -1.843085 2.811403 0.883435  -0.04
H -2.053544 -0.175856 -5.811010  0.06
Si 0.367078 0.383286 -3.901621  0.52
C -1.522389 -2.872912 3.425034  -0.13
H 2.590680 2.996805 -5.552564  0.07
H 1.132276 0.574045 6.731102  0.11
C -3.117831 2.541178 0.436729  -0.13
H -0.046576 -1.514621 -6.510064  0.07
H 2.373865 -1.741950 2.836059  0.08
C 1.009688 -1.318161 -6.231386  -0.09
C 1.899242 2.606329 3.779870  -0.23
Zn 0.333644 0.106755 3.913306  0.74
H -1.501492 -1.747833 -2.574673  0.08
H -1.717565 2.161689 -2.643254  0.06
H -3.260318 1.407198 -2.960342  0.09
C -1.391532 2.247115 2.115634  -0.15
C -1.615908 0.169797 -3.617678  -0.59
H 1.952681 -2.259918 5.656386  0.11
H 4.319781 0.411709 4.896655  0.12
C -2.761663 -4.422743 1.995472  -0.12
H 3.938819 -1.053276 3.065599  0.07
H 2.239022 1.457990 -6.214721  0.06
H 1.503647 -2.187244 -6.666371  0.07
C -1.788778 -0.673916 -2.369157  -0.16
C -0.967683 -2.134807 2.249028  -0.32
H -3.362673 -0.444060 -4.844212  0.05
H -2.805998 -0.680191 -2.038990  0.07
C 0.760668 3.236114 -3.805187  -0.15
H -4.264857 0.633314 3.003748  0.10
H -3.362441 3.104482 -0.457581  0.09
H -1.218453 -0.191140 -1.538652  0.03
H -5.064656 1.815329 1.002141  0.11
H 2.897632 1.080123 5.666486  0.09
C 2.229850 -1.245115 5.893055  -0.15
H -2.553084 -4.099992 -0.128283  0.10
H -2.014801 -1.630924 -4.834332  0.06
H 2.959508 1.680631 -4.529826  0.07
H 3.214979 1.269226 2.687260  0.12
C 2.739224 -1.292219 -4.296835  -0.13
C 1.119314 -0.555275 6.739351  -0.17
H 3.182222 -1.280889 6.447983  0.12
H 2.120397 3.482414 3.082441  0.13
H -0.169845 1.234372 -6.603834  0.08
H -0.622933 -1.888377 7.153801  0.13
C -0.121974 2.202226 -6.022895  -0.09
C -3.982082 1.770965 1.189957  -0.10
H -1.897800 -2.810345 5.525776  0.14
H -0.204362 3.396514 -3.303237  0.06
C 3.267986 0.674657 4.762252  -0.23
H -2.309489 2.147695 -4.370033  0.07
C -3.608528 1.232194 2.393257  -0.01
C -0.337006 -1.043593 6.445855  -0.23
H -0.513797 -2.703445 -4.355747  0.06
C 0.523327 -2.478868 -4.068808  -0.13
C -2.239035 -3.781956 0.855629  -0.11
H -1.023382 -2.124599 0.146913  0.10
H -1.212787 3.341018 0.224834  0.09

Atoms 1-2, force components in eV/Å:
0.6338 -0.5211 -0.3130
1.0387 -0.3314 -0.2736